Formula: H4NOPS2
Source: the OMol25 dataset
Level of theory: ωB97M-V with the def2-TZVPD basis set

Structure (XYZ):
```
9
Properties=species:S:1:pos:R:3:mulliken_charge:R:1
P 0.56070 0.18501 -0.04936 0.725
S 0.63194 -1.94439 0.16813 -0.270
H -1.66880 1.35197 0.85850 0.227
O 0.48212 0.37185 -1.63284 -0.460
H -0.34921 0.39760 -2.04752 0.348
S 1.86263 1.21836 0.93484 -0.320
H -1.90715 -0.27282 0.75295 0.223
N -1.49231 0.54905 0.32371 -0.667
H 1.88007 -1.85662 0.69160 0.195
```

The total energy is -1270.15001 Eh. As for the SMILES: N[P@@](O)(=S)S. Its LUMO energy is 0.226 eV. Its energy above the lowest of the compared OMol25 structures with the same formula, charge and spin is 28.78 kcal/mol. As for the HOMO energy: -9.3 eV.